ORCA calculation (ωB97M-V with the def2-TZVPD basis set) on a molecular structure, C25H33O6Os.

The geometry in XYZ format:
```
65
Properties=species:S:1:pos:R:3:forces:R:3
C 0.983130 2.032477 -0.675631 0.170 0.042 0.151
C -0.464907 1.593632 -0.649617 -0.059 -0.741 0.799
H 3.434826 -2.126937 -5.483951 -0.024 0.235 -0.013
H 2.512937 1.692205 4.150502 -0.364 -0.191 -0.246
Os -0.311107 -0.184060 3.454648 1.633 3.035 -3.027
C 0.014500 -1.308713 -2.083595 0.370 0.253 -0.012
C -1.213227 -0.552338 -1.572000 0.279 0.031 -0.468
C -1.389119 2.748594 -0.330036 -0.048 0.295 0.220
C 1.635963 -1.155476 2.583643 0.852 0.464 -0.018
C -0.420824 -1.276831 -4.563924 -1.347 1.070 -0.737
C 2.119747 0.727399 3.829177 0.413 -0.341 0.978
H -2.419183 -0.352404 0.178965 0.098 -0.221 -0.048
H -2.118054 -0.937973 -2.066444 0.159 0.007 0.162
H -1.923412 1.388804 -2.240937 0.299 -0.082 0.087
C -1.360952 -0.535855 -0.073095 -0.279 0.569 0.658
H 0.853641 1.503400 -3.104236 -0.250 -0.102 0.004
H 0.303396 2.656826 5.426455 0.020 0.136 0.485
O -0.995869 -0.701256 -5.472542 0.489 -0.563 1.065
O 2.688325 -1.073241 -3.127561 -0.929 0.367 -1.122
C -0.964156 0.920074 -1.974652 -0.395 -0.254 0.465
H 3.179779 -0.896723 -6.764271 0.035 -0.006 0.123
C 1.502702 -0.231334 4.710823 2.112 0.202 0.175
H -1.037652 -1.472062 0.402329 -0.035 0.267 -0.064
H 1.262049 2.437993 0.300625 -0.139 -0.158 -0.030
C -1.860715 0.160798 4.848331 -0.644 0.394 1.778
H -2.020519 -3.071990 -5.651180 0.195 -0.085 -0.059
H -0.501694 -2.839385 -6.557325 -0.111 -0.124 0.121
H -2.419907 2.391049 -0.238149 0.044 0.051 -0.005
H -0.587590 1.224002 -4.116561 0.164 0.053 0.198
H -1.881887 0.956649 5.577546 -0.073 -0.120 -0.014
O -0.593280 0.549569 0.473515 -0.045 0.453 -2.763
C -2.371996 0.226747 3.520682 -1.317 0.405 0.039
H 1.350557 -0.111609 5.781160 0.178 -0.069 -0.296
H 0.875288 -1.167093 -1.414760 -0.268 -0.034 -0.037
O 0.302335 2.703401 2.310909 1.079 1.419 -3.152
H 1.089895 -2.424987 4.360526 -0.074 0.157 -0.085
C -0.344589 3.028910 4.614642 -0.423 0.101 0.241
C 1.761978 -0.824146 -3.882048 1.272 -0.244 1.663
O 1.890290 -0.762284 -5.220558 0.335 0.067 0.330
H -1.156926 -2.881689 3.634398 -0.113 0.028 0.051
C -0.053180 0.899077 -3.217611 0.137 -0.503 -0.152
H -1.089123 3.238018 0.596982 0.014 -0.143 0.055
H -0.821888 -1.482834 5.946769 -0.008 0.067 -0.070
H 1.568838 -1.853388 1.754031 0.084 0.131 0.218
H 3.960819 -0.444477 -5.203985 -0.239 -0.145 -0.124
H -1.393427 2.861788 4.913053 0.160 0.328 0.319
H 2.650282 0.617596 1.660025 -0.394 0.007 0.266
C -2.175084 -1.038107 2.919230 -1.573 -0.915 -1.147
H 1.123133 2.825995 -1.422344 0.000 -0.151 0.053
C -1.474356 -1.866413 3.828360 -0.505 -1.330 0.086
C 0.332415 -0.599596 -3.410674 -0.030 -0.759 -0.858
C 2.211145 0.157608 2.543919 0.587 -0.606 -0.196
H -0.154327 -2.383071 -2.229886 0.113 0.341 0.179
C -1.293288 -1.127019 5.040685 -1.741 -0.630 2.053
H -2.535644 -1.339945 1.947993 0.063 -0.009 0.195
H -1.346712 3.485287 -1.144269 -0.060 -0.124 0.045
H 1.643124 1.189433 -0.911380 -0.038 0.127 -0.016
H -0.182422 4.109796 4.461521 -0.006 -0.236 0.097
C 3.206012 -1.074525 -5.689519 0.201 -0.052 -0.117
C -0.051913 2.298298 3.392086 -0.802 -2.220 1.737
C -0.940188 -3.247845 -5.641923 -0.041 -0.056 -0.089
C 1.310841 -1.444895 3.952983 0.700 -0.096 -0.004
O -0.354127 -2.620838 -4.500628 0.048 0.389 -0.177
H -0.711099 -4.301824 -5.533650 -0.067 -0.098 -0.051
H -2.833612 1.087760 3.052412 0.139 -0.084 0.103
```
Forces are in eV/Å.

Values from the calculation:
Total energy ... -1514.2741 Eh
2S+1 ... 5
E_HOMO (alpha / beta) ... 0.0110 / -0.1228 hartree
Frontier orbital gap (alpha / beta) ... 1.9165 / 5.5453 eV
Total charge ... -1
<S²> ... 6.03